The following is a quantum chemistry calculation of 2 unconnected molecules or ions with the total composition C9H17N3O in a non-equilibrium geometry, from OMol25.

```
30
Properties=species:S:1:pos:R:3:forces:R:3
C 1.85283 -1.08902 0.26278 -0.065 0.952 -0.761
C 1.27667 -0.10622 -0.86680 -1.780 -4.915 0.891
N 1.87695 1.13809 -0.87371 0.541 3.150 -1.128
C 3.18743 1.26259 -1.53646 -0.621 -2.370 -0.932
C 1.51846 2.35788 -0.33024 -0.607 2.162 0.123
C 0.10088 2.93142 -0.11387 -1.136 -5.552 -0.596
O 2.34182 3.25557 -0.19346 0.901 -0.822 -0.119
H 1.12378 -1.43132 1.00208 0.338 0.302 0.072
H 2.79554 -0.68876 0.64792 -0.430 0.117 0.513
H 2.17317 -1.89335 -0.35839 0.188 -1.320 0.300
H 1.49755 -0.88534 -1.69011 -0.187 2.669 -0.101
H 0.15431 -0.20123 -0.81750 0.954 1.017 0.104
H 3.21448 1.99008 -2.35886 0.105 0.612 1.067
H 3.93207 1.26958 -0.75133 0.650 0.511 -0.523
H 3.24971 0.33025 -2.14667 0.414 0.274 0.777
H -0.13848 3.12305 0.92840 0.237 0.623 -0.249
H -0.07886 3.62828 -0.88904 0.084 1.318 -0.118
H -0.57566 2.04907 -0.43657 0.326 1.238 0.702
C -1.74726 -3.04673 1.64079 1.189 0.957 0.228
C -2.51179 -1.90398 1.08232 -0.254 2.539 -1.527
C -2.59841 -0.58696 1.54358 -0.451 -0.930 0.939
N -2.97195 0.20619 0.49830 -0.480 -0.916 -1.558
C -3.12755 -0.63672 -0.59174 -0.197 1.000 0.229
N -2.88965 -1.86253 -0.28811 0.999 -1.199 1.169
H -0.93947 -2.64958 2.30904 -1.137 -0.461 0.127
H -1.12719 -3.42165 0.84046 -0.183 -0.542 -0.497
H -2.34708 -3.82913 2.05832 -0.119 -0.455 0.428
H -2.69027 -0.19200 2.55966 0.681 -0.215 -0.427
H -3.15995 1.18880 0.46737 0.009 0.141 0.338
H -3.39209 -0.30634 -1.59817 0.032 0.117 0.529
```
Positions in Å, forces in eV/Å.

Relative energy (zero: lowest compared OMol25 entry of this formula, charge and spin) (kcal per mole): 47.4
Frontier orbital gap (Eh): 0.3444
Net charge: 0
LUMO energy (eV): 0.675
Structure (SMILES): CCN(C)C(C)=O.Cc1c[nH]cn1

Results of the natural (NBO) charge analysis, in e, for atoms 1 through 5: number 1, C, carries -0.63; number 2, C, carries -0.22; number 3, N, carries -0.47; number 4, C, carries -0.40; number 5, C, carries 0.68

=====

The following is a quantum chemistry calculation of 7 unconnected molecules or ions with the total composition C4H22NO8 in a non-equilibrium geometry, from OMol25.

```
35
Properties=species:S:1:pos:R:3:forces:R:3
C -1.35029 -0.86912 -2.23508 -0.568 0.447 0.641
N -0.72565 0.03877 -1.26035 -2.866 -2.559 1.593
C -0.84043 -0.64446 0.09012 0.726 2.640 -0.837
C -0.69696 -2.15785 0.13619 3.919 0.610 0.520
O -1.18427 -2.76041 1.25054 -1.808 -0.672 4.988
C 0.23083 -0.01432 1.01067 0.289 2.815 0.771
O 1.53773 0.08861 0.53835 -0.885 0.723 -1.310
H -2.24714 -1.30502 -1.61889 0.562 1.370 -1.980
H -1.48472 -0.33689 -3.23954 -0.381 -0.916 1.492
H -0.81915 -1.81348 -2.34920 0.627 0.052 -0.607
H 0.16038 0.40744 -1.43582 1.474 -0.311 -0.725
H -1.85116 -0.27486 0.42670 0.585 -1.013 0.181
H -1.30672 -2.67641 -0.47885 -1.161 -1.010 -3.633
H 0.41885 -2.56340 0.08485 -2.036 1.366 -0.654
H -1.40357 -2.20092 2.03148 0.633 -0.224 -1.129
H -0.02756 1.07579 1.45272 -0.343 -2.651 -0.927
H 0.30009 -0.66625 1.83604 -0.486 -0.840 1.762
H 1.47331 1.15679 -0.71398 1.713 0.060 -1.805
H 2.39096 1.13339 -2.11341 1.013 -0.989 -0.318
O 1.68635 1.61716 -1.73394 -1.587 0.218 3.280
H -0.45911 4.09158 1.06320 0.042 -1.357 0.502
H 0.39310 2.92471 0.78260 3.440 -1.396 -2.526
O -0.30209 3.14052 1.30769 -3.470 3.066 1.868
H 2.21968 -1.34229 1.94652 -4.228 3.325 -4.929
H 3.29358 -2.58751 1.99857 -2.317 2.794 0.632
O 2.78841 -1.79081 2.42126 6.695 -6.022 4.486
H 2.00554 -1.31747 -0.10530 -1.050 2.404 1.128
H 3.45549 -1.89602 -0.12527 -2.996 0.038 -1.452
O 2.51798 -1.94845 -0.57757 4.707 -2.600 -0.402
H -3.48548 2.48753 1.97172 -0.389 0.155 0.618
H -2.17531 1.85589 1.87751 -0.890 0.622 2.370
O -2.84164 2.14951 2.61289 1.318 -0.736 -2.936
H 0.22449 2.10513 -2.24135 -0.571 0.471 -0.581
H -1.29493 2.40867 -1.96083 0.837 -0.232 -0.676
O -0.60059 2.48448 -2.65027 -0.547 0.350 0.596
```
Positions in Å, forces in eV/Å.

Relative energy (zero: lowest compared OMol25 entry of this formula, charge and spin) (kcal per mole): 95.9
Frontier orbital gap (Eh): 0.2951
Net charge: -1
LUMO energy (eV): 3.018

Results of the natural (NBO) charge analysis, in e, for atoms 1 through 5: number 1, C, carries -0.42; number 2, N, carries -0.66; number 3, C, carries -0.12; number 4, C, carries -0.09; number 5, O, carries -0.74

=====

The following is a quantum chemistry calculation of a molecular structure, C20H25N3O4S in a non-equilibrium geometry, from OMol25.

```
53
Properties=species:S:1:pos:R:3:forces:R:3
C 5.39981 1.97462 -0.31327 2.976 -11.777 -5.006
C 5.87738 1.20102 0.83451 10.771 -0.757 -7.416
H 6.11017 0.08845 0.67623 0.565 1.241 -1.205
H 6.86599 1.71931 1.22822 -0.893 -1.144 -1.325
O 5.20008 1.23216 1.80621 -8.948 2.582 14.526
C 4.08114 0.54199 2.03825 -1.937 0.206 3.718
C 3.79224 -0.33279 1.14665 -4.962 -7.823 -2.552
C 2.63138 -1.43788 1.25732 0.119 3.499 2.876
C 1.80888 -1.20685 2.36499 -0.575 -0.892 -2.700
C 2.02805 -0.12931 3.24066 3.704 -3.074 -5.728
C 3.11652 0.54820 3.32928 6.242 2.233 -6.036
H 3.49693 1.26538 3.94825 -0.081 1.633 2.373
H 1.48348 -0.02641 3.95840 -6.799 0.906 8.159
S 0.18902 -2.12445 2.59645 3.715 -1.962 -6.572
O 0.52204 -3.42849 1.74498 -2.225 4.555 3.514
O -0.03660 -2.04062 3.99249 -1.239 -0.484 0.713
N -0.95417 -1.17967 1.66020 0.215 -0.628 9.188
C -0.98937 -1.21298 0.35237 -5.611 -7.733 -4.475
C -0.45650 -0.19351 -0.27352 7.698 10.777 -1.211
H 0.68682 -0.01091 0.07660 -1.962 -0.933 -0.929
H -0.38109 -0.18873 -1.36655 -0.712 0.178 0.387
C -0.96332 1.29024 0.50964 -1.441 -1.984 -6.321
C -2.47209 1.35162 -0.07052 2.503 1.094 -0.402
O -3.41049 1.46086 0.68339 -0.726 -0.211 -0.846
N -2.48604 1.31476 -1.48973 -2.564 3.063 1.377
H -1.74593 1.44181 -2.11182 2.331 -0.203 0.429
C -3.66193 1.53181 -2.35804 -2.450 -11.032 11.584
C -3.84097 0.01984 -2.90315 1.393 5.972 -0.372
N -2.54836 -0.39608 -2.99773 -1.993 -6.252 -3.827
C -2.58915 -1.58701 -3.72691 3.799 -2.556 1.350
C -3.70078 -2.33469 -4.27049 3.792 2.693 1.742
C -4.78584 -1.64207 -4.30703 -5.499 5.594 2.278
C -4.96496 -0.35225 -3.55290 4.536 -5.538 -1.534
H -5.75156 0.26222 -3.57853 -3.167 1.811 -0.113
H -5.69720 -1.91437 -4.74482 -0.990 -1.023 -0.946
H -3.71711 -3.25559 -4.69885 0.959 -2.528 -1.107
H -1.55576 -2.30129 -3.81480 -2.447 2.684 0.338
H -4.63278 1.65555 -1.34578 2.573 -0.361 -3.042
H -3.90492 2.26451 -2.85953 -1.077 7.485 -5.527
C -0.88583 1.18374 2.03692 3.681 3.816 -4.897
C -1.59962 0.05153 2.36076 9.902 -5.048 7.253
H -1.33139 -0.04709 3.69359 -1.235 -0.401 -3.976
H -2.50242 -0.04554 2.24957 -9.565 -0.409 -1.304
H -1.34212 2.11731 2.18950 -0.502 1.246 1.858
H 0.23722 1.15050 2.21622 -1.615 0.206 0.502
H -0.50114 2.08753 -0.19249 -0.015 -0.875 2.113
H -0.56011 -2.13936 -0.09482 -0.353 0.009 0.776
H -2.12352 -1.23979 -0.14207 1.725 -0.447 1.578
H 2.31631 -2.25076 0.59205 0.883 0.483 -0.066
H 4.42182 -0.71986 0.41405 1.186 0.475 -1.520
H 4.54168 1.35303 -0.68863 0.400 0.784 -0.155
H 6.20394 1.81525 -1.10461 -1.100 0.893 0.719
H 5.08218 2.81512 -0.19114 -2.984 9.955 1.758
```
Positions in Å, forces in eV/Å.

Relative energy (zero: lowest compared OMol25 entry of this formula, charge and spin) (kcal per mole): 479.8
Frontier orbital gap (Eh): 0.3306
Net charge: 0
LUMO energy (eV): 0.343

Results of the natural (NBO) charge analysis, in e, for atoms 1 through 5: number 1, C, carries -0.60; number 2, C, carries 0.00; number 3, H, carries 0.14; number 4, H, carries 0.16; number 5, O, carries -0.48